Record 1
Molecular formula: C29H35N7O4S
Method: DFT, wB97M-V/def2-TZVPD

Values from the calculation:
Highest occupied orbital energy, Ha: -0.297
SMILES: CCSCc1ccc(CN)c2c1C(=O)N(CON=O)C2=O.c1cc[nH]c1.c1cc[nH]c1.c1cc[nH]c1.c1cc[nH]c1
Orbital gap, eV: 7.2221

CARTESIAN COORDINATES (ANGSTROEM)
H: 2.358 -2.595 -6.090
H: 1.959 7.345 -0.311
H: 0.931 0.213 5.968
H: 5.221 5.169 1.215
C: 2.998 7.098 -0.166
H: -0.995 -4.131 -8.365
H: 4.183 8.541 -1.300
S: -0.457 2.622 5.172
H: -1.423 -2.962 1.678
H: -2.933 -3.737 -4.451
C: -0.966 2.950 3.418
H: -3.830 -4.179 1.977
N: -0.838 -3.016 -6.553
C: 2.480 2.678 1.424
O: -4.051 1.166 1.017
C: 0.198 2.438 2.512
H: 2.731 5.425 1.098
C: 3.540 0.743 -0.030
N: -3.922 -1.150 -2.736
H: 4.176 1.604 -0.355
C: -2.847 -4.510 2.272
H: -1.698 1.177 6.672
H: -1.120 4.040 3.224
N: -2.670 -5.714 2.899
H: -1.968 0.650 4.986
H: -3.593 -1.571 -5.950
H: -3.402 -6.364 3.125
C: 1.406 3.242 2.251
O: 1.400 -1.697 0.093
C: -3.282 -2.781 -4.091
N: -3.689 0.376 0.227
H: 5.310 0.034 0.773
C: 2.382 1.334 0.833
H: -1.089 -0.514 -1.244
C: 0.193 -2.511 -5.811
C: -1.600 -0.566 -0.245
H: -4.150 -0.639 -1.899
C: -1.341 -5.895 3.172
N: 4.316 -0.187 0.857
C: -0.337 -3.666 -7.649
H: -0.369 -0.661 6.868
C: -0.661 -4.800 2.707
H: 1.714 -3.997 -8.324
N: 3.365 6.038 0.617
C: -3.627 -1.650 -4.874
C: -1.616 -3.920 2.136
H: 3.071 0.216 -0.896
C: 0.730 -0.840 0.569
C: 4.731 5.942 0.645
H: 0.003 -1.958 -4.905
C: -4.015 -0.659 -4.010
H: -3.325 -3.007 -1.870
O: -1.910 -0.143 2.725
H: -2.378 -1.374 -0.350
H: 4.068 0.072 1.818
H: -4.349 0.350 -4.191
C: 1.180 0.567 1.063
C: -3.471 -2.442 -2.777
H: 3.390 3.300 1.243
H: -0.995 -6.787 3.671
C: 1.367 -2.848 -6.434
O: -2.351 0.667 -0.057
C: -1.177 1.010 5.689
H: 1.503 4.267 2.682
C: 1.031 -3.581 -7.601
H: 6.287 7.136 -0.316
C: 4.141 7.682 -0.649
H: -1.815 -2.924 -6.329
H: 0.405 -4.646 2.770
C: 5.241 6.948 -0.135
N: -0.687 -0.852 0.873
C: -0.998 0.043 1.975
C: -0.125 -0.146 5.895
H: -0.182 -0.937 5.101
H: -1.870 2.346 3.135
C: 0.107 1.127 1.919

Results of the Mulliken charge analysis, in e, for atoms 1 through 5: atom 1 (H): 0.38, atom 2 (H): 0.36, atom 3 (H): 0.28, atom 4 (H): 0.36, atom 5 (C): -0.41


Record 2
Molecular formula: C29H35O5V
Method: DFT, wB97M-V/def2-TZVPD

Values from the calculation:
Multiplicity: 2
⟨S²⟩: 0.77
Highest occupied orbital energy (spin up / spin down), Ha: -0.092 / -0.069
Net charge: -1
Orbital gap (spin up / spin down), eV: 4.6524 / 4.0288

CARTESIAN COORDINATES (ANGSTROEM)
H: -0.607 3.529 -0.713
H: 0.630 -0.733 -0.920
H: 2.528 1.844 3.708
H: -0.142 1.545 -4.243
C: -1.262 -0.767 -2.000
C: 2.806 -0.294 4.345
H: -1.961 3.929 2.653
C: -0.879 2.941 5.709
C: 2.149 -1.168 2.269
C: 1.618 -0.815 -4.323
H: -2.693 2.269 0.366
C: 3.339 -0.219 -5.725
H: 3.596 -1.271 -5.901
H: -0.795 -1.241 0.079
H: -2.612 -0.501 3.011
H: -0.782 3.285 -2.479
C: -0.112 0.775 -3.454
C: -0.393 -0.735 -5.448
C: -0.226 -2.857 3.260
C: -0.505 2.789 -1.528
H: -2.067 -1.223 5.575
H: -3.358 0.877 -0.398
C: -1.373 0.654 -2.555
H: 0.430 -3.633 2.856
O: -0.226 -1.891 -6.122
H: -1.921 4.712 5.012
C: -1.469 3.751 4.736
H: -0.192 -3.199 5.501
O: -0.644 0.811 -0.306
C: 0.140 -0.634 -4.018
H: -1.321 -2.186 1.415
H: 3.936 0.159 -4.882
H: 2.050 -1.828 1.403
H: 0.372 -2.184 -2.559
H: -0.215 -3.892 -6.267
C: -0.350 1.269 4.038
H: -2.234 0.778 -3.220
H: -0.768 1.818 1.987
C: -0.473 -1.630 -2.993
C: -0.531 -2.600 4.657
C: -0.851 2.096 3.042
C: 2.649 -1.522 3.590
C: -1.085 -2.024 2.464
C: -2.773 1.790 -0.627
C: 2.429 0.786 3.481
H: -1.101 -2.392 -3.475
H: 3.493 0.377 -6.621
C: -1.532 -1.570 4.694
H: 1.732 0.814 1.324
H: -2.218 -1.184 -1.681
H: 1.383 -3.193 -5.839
H: 0.112 -3.361 -4.595
V: 0.591 -0.856 3.814
C: 2.012 0.258 2.216
H: -3.385 2.458 -1.228
H: -0.829 3.278 6.747
C: -1.841 -1.199 3.338
C: -0.465 -0.553 -0.739
C: 0.307 -3.161 -5.653
H: 0.578 2.520 -1.585
C: -1.472 3.313 3.412
O: 1.950 -0.115 -5.421
H: 0.060 1.030 6.138
H: 0.764 1.053 -2.841
C: -0.355 1.677 5.358
O: 2.420 -1.592 -3.812
C: -1.365 1.535 -1.272
H: 3.283 -0.195 5.326
O: -0.951 0.206 -5.974
H: 2.980 -2.512 3.893

Results of the Mulliken charge analysis, in e, for atoms 1 through 5: atom 1 (H): 0.42, atom 2 (H): 0.28, atom 3 (H): 0.40, atom 4 (H): 0.50, atom 5 (C): 0.29


Record 3
Molecular formula: C29H36Cl2N4O2P2V
Method: DFT, wB97M-V/def2-TZVPD

Values from the calculation:
Multiplicity: 4
⟨S²⟩: 3.77
Energy relative to the best compared isomer or geometry (same formula, charge and spin), eV: 0.000
Highest occupied orbital energy (spin up / spin down), Ha: -0.270 / -0.288
Orbital gap (spin up / spin down), eV: 7.1675 / 7.3039

CARTESIAN COORDINATES (ANGSTROEM)
H: -1.451 1.322 -0.097
H: 3.038 0.356 -4.634
C: 1.523 0.089 2.456
C: -1.720 1.836 -1.004
H: 2.096 -3.877 -1.875
O: 0.376 0.565 6.298
C: 1.790 -1.678 4.838
C: -1.817 3.180 -1.313
H: -1.496 -0.319 -4.441
C: 0.507 -0.208 -3.544
P: 1.499 -0.989 -2.200
C: -1.261 1.923 4.258
C: -4.304 -0.342 -3.608
O: -1.182 -1.027 6.016
H: 3.485 0.091 -0.433
H: 2.541 1.083 4.039
H: 2.738 -1.539 4.313
H: -0.654 0.508 8.751
H: 1.860 3.199 3.489
C: -1.560 0.929 3.367
C: -1.384 0.400 7.951
N: -3.500 -0.999 -2.671
H: 0.336 2.981 5.199
H: 2.463 -1.404 -5.300
H: -2.339 0.187 3.597
H: 0.810 2.705 2.175
H: 5.580 1.629 -1.334
H: -3.615 -2.950 -1.769
N: 2.915 -0.003 -2.495
H: 0.359 -0.399 0.731
N: 2.164 -2.317 -3.340
C: 2.949 -3.556 -5.082
H: 3.054 -5.468 -3.891
Cl: -2.588 -0.764 8.533
C: 3.475 0.518 -3.670
C: -0.952 0.731 2.014
C: -2.226 1.961 -3.193
H: -6.184 -0.886 -4.633
H: -0.645 1.706 1.622
H: -2.312 4.173 -3.272
H: 3.302 -3.821 -6.062
C: 4.802 1.154 -1.933
C: 1.716 1.135 3.329
H: 5.296 1.741 -4.078
C: 4.653 1.223 -3.369
C: 3.741 0.397 -1.439
N: -2.030 1.070 -2.136
C: 2.337 -3.627 -2.892
C: -0.669 -0.048 6.653
C: -5.249 -2.371 -3.210
H: -1.779 0.312 1.400
C: 2.822 -4.411 -3.944
C: -5.395 -1.140 -3.939
H: -4.092 0.659 -3.945
H: -5.925 -3.218 -3.230
H: 0.971 -0.313 -4.534
C: -4.072 -2.268 -2.471
C: -0.104 2.849 4.179
Cl: -2.113 2.028 7.693
C: 0.206 -0.285 1.827
C: 2.533 -2.284 -4.686
P: -1.839 -0.679 -1.983
V: 0.073 -0.700 4.054
H: 1.885 -1.636 5.934
H: 2.266 -0.695 2.463
C: -0.921 -0.803 -3.627
H: -1.631 3.994 -0.605
C: 1.085 2.462 3.212
H: 1.266 -2.612 4.541
H: -2.421 1.623 -4.191
H: -1.900 2.085 5.133
H: -0.158 -1.311 2.140
H: -0.876 -1.877 -3.886
C: -2.156 3.269 -2.707
H: 0.466 0.885 -3.384
H: -0.462 3.860 3.849

Results of the Mulliken charge analysis, in e, for atoms 1 through 5: atom 1 (H): -0.53, atom 2 (H): 0.29, atom 3 (C): -1.10, atom 4 (C): 0.47, atom 5 (H): 0.37


For each record above, in turn, the calculated largest force on an atom values are 3.0 3.4 4.6 eV Å⁻¹.